{
  "formula": "C25H31N3O6S",
  "method": "ωB97M-V with the def2-TZVPD basis set",
  "e_homo_ev": -8.26,
  "e_lumo_ev": 0.654,
  "smiles": "CCOc1ccc(N2C[C@@H](C(=O)Nc3ccc(OC)c(S(=O)(=O)N4CCCCC4)c3)CC2=O)cc1",
  "orbital_gap_ev": 8.91,
  "e_above_lowest_ev": 0.230,
  "species": ["C", "C", "O", "C", "C", "C", "C", "N", "C", "C", "C", "O", "N", "C", "C", "C", "C", "O", "C", "C", "S", "O", "O", "N", "C", "C", "C", "C", "C", "C", "C", "C", "O", "C", "C", "H", "H", "H", "H", "H", "H", "H", "H", "H", "H", "H", "H", "H", "H", "H", "H", "H", "H", "H", "H", "H", "H", "H", "H", "H", "H", "H", "H", "H", "H", "H"],
  "positions_angstrom": [[5.9021, 1.7539, 1.0151], [4.4857, 1.8224, 1.5791], [3.6931, 0.7146, 1.1968], [3.1307, 0.6779, -0.0394], [3.2426, 1.6582, -1.0195], [2.6077, 1.5034, -2.2389], [1.8391, 0.3782, -2.5025], [1.1368, 0.2660, -3.7217], [0.9334, -0.9902, -4.4174], [-0.4224, -0.8032, -5.1201], [-1.5195, -1.2840, -4.1649], [-2.1227, -2.3155, -4.3609], [-1.6689, -0.4943, -3.0680], [-2.3297, -0.7844, -1.8700], [-3.2094, -1.8491, -1.7108], [-3.7848, -2.1080, -0.4782], [-3.4951, -1.3106, 0.6284], [-3.9691, -1.4944, 1.8782], [-4.9040, -2.5259, 2.1031], [-2.6280, -0.2320, 0.4477], [-2.2255, 0.8174, 1.8432], [-1.2982, 1.8091, 1.3646], [-3.4215, 1.2826, 2.4772], [-1.4840, -0.3029, 2.8362], [-1.7512, -0.1870, 4.2527], [-0.8701, 0.8759, 4.9078], [0.6009, 0.5670, 4.6350], [0.8384, 0.4895, 3.1288], [-0.0966, -0.5486, 2.5084], [-2.0527, 0.0298, -0.7725], [-0.4229, 0.6976, -5.4036], [0.4371, 1.2907, -4.2910], [0.4609, 2.4497, -3.9517], [1.7161, -0.6006, -1.5182], [2.3638, -0.4569, -0.3123], [6.3807, 0.8310, 1.3332], [5.8914, 1.7769, -0.0717], [6.4823, 2.5966, 1.3806], [4.5204, 1.7661, 2.6710], [3.9949, 2.7615, 1.2990], [3.8165, 2.5552, -0.8530], [2.6953, 2.2753, -2.9855], [1.7351, -1.1361, -5.1530], [0.9379, -1.8408, -3.7366], [-0.4970, -1.4099, -6.0234], [-1.1273, 0.3575, -3.0202], [-3.4324, -2.4828, -2.5534], [-4.4593, -2.9446, -0.3917], [-4.4699, -3.5110, 1.9036], [-5.8036, -2.3924, 1.4950], [-5.1679, -2.4536, 3.1565], [-2.8069, 0.0668, 4.3448], [-1.5733, -1.1677, 4.7079], [-1.1258, 1.8466, 4.4782], [-1.0655, 0.9071, 5.9812], [1.2351, 1.3392, 5.0749], [0.8631, -0.3889, 5.0976], [0.6210, 1.4553, 2.6713], [1.8740, 0.2262, 2.9096], [-0.0180, -0.5307, 1.4199], [0.1561, -1.5535, 2.8666], [-1.3852, 0.8758, -0.8455], [0.0487, 0.9146, -6.3643], [-1.4132, 1.1511, -5.4067], [1.1019, -1.4740, -1.6784], [2.2785, -1.2131, 0.4515]]
}

=====

{
  "formula": "C25H31N5O2",
  "method": "ωB97M-V with the def2-TZVPD basis set",
  "e_homo_ev": -8.31,
  "e_lumo_ev": 0.346,
  "smiles": "Cc1ccc(-n2nc3c(=O)n([C@H](C)C(=O)NCCC4=CCCCC4)nc(C)c3c2C)cc1",
  "orbital_gap_ev": 8.66,
  "e_above_lowest_ev": 1.293,
  "species": ["C", "C", "C", "C", "C", "N", "N", "C", "C", "O", "N", "C", "C", "C", "O", "N", "C", "C", "C", "C", "C", "C", "C", "C", "N", "C", "C", "C", "C", "C", "C", "C", "H", "H", "H", "H", "H", "H", "H", "H", "H", "H", "H", "H", "H", "H", "H", "H", "H", "H", "H", "H", "H", "H", "H", "H", "H", "H", "H", "H", "H", "H", "H"],
  "positions_angstrom": [[-9.1244, 0.7699, 0.4997], [-7.6851, 0.7685, 0.0884], [-7.2515, 1.4813, -1.0211], [-5.9209, 1.4753, -1.4005], [-5.0026, 0.7336, -0.6696], [-3.6382, 0.7023, -1.0112], [-2.7431, 0.7634, -0.0285], [-1.5588, 0.7187, -0.6172], [-0.2545, 0.7480, 0.0073], [-0.0156, 0.7869, 1.2085], [0.7671, 0.7177, -0.9208], [2.1446, 0.7767, -0.4318], [3.0721, 1.3942, -1.4637], [2.6165, -0.6520, -0.0640], [3.4124, -1.2715, -0.7355], [2.0380, -1.1126, 1.0568], [2.3658, -2.3895, 1.6413], [3.1559, -2.2274, 2.9501], [4.4847, -1.5653, 2.6925], [5.5206, -2.2600, 2.2428], [6.8386, -1.6597, 1.8655], [6.7155, -0.1515, 1.6778], [5.9795, 0.4447, 2.8714], [4.5462, -0.0780, 2.9025], [0.6384, 0.6180, -2.2462], [-0.5140, 0.5532, -2.8202], [-0.5276, 0.4374, -4.3089], [-1.7021, 0.6070, -2.0292], [-3.0775, 0.5937, -2.2433], [-3.8521, 0.4168, -3.4972], [-5.4178, 0.0333, 0.4584], [-6.7465, 0.0535, 0.8274], [-9.2261, 1.1444, 1.5172], [-9.5242, -0.2431, 0.4787], [-9.7205, 1.3926, -0.1620], [-7.9602, 2.0605, -1.5949], [-5.6002, 2.0677, -2.2428], [2.1140, 1.3811, 0.4829], [4.0489, 1.5523, -1.0151], [3.1807, 0.7168, -2.3050], [2.6767, 2.3438, -1.8136], [1.3704, -0.5200, 1.5410], [1.4413, -2.9447, 1.8320], [2.9711, -2.9298, 0.9100], [3.3059, -3.2205, 3.3775], [2.5637, -1.6349, 3.6504], [5.4370, -3.3319, 2.1195], [7.1940, -2.1263, 0.9436], [7.5757, -1.8817, 2.6458], [6.1473, 0.0487, 0.7673], [7.7045, 0.2988, 1.5712], [6.4944, 0.1558, 3.7905], [5.9755, 1.5355, 2.8162], [4.0763, 0.1746, 3.8576], [3.9621, 0.4119, 2.1172], [-0.9380, -0.5257, -4.6092], [-1.1373, 1.2248, -4.7477], [0.4901, 0.5154, -4.6786], [-3.3133, -0.2468, -4.1691], [-3.9935, 1.3688, -4.0109], [-4.8299, -0.0123, -3.2867], [-4.6844, -0.5092, 1.0335], [-7.0656, -0.4935, 1.7022]]
}

=====

{
  "formula": "C25H31N5O5OsS",
  "method": "ωB97M-V with the def2-TZVPD basis set",
  "e_homo_ev": [-14.26, -14.40],
  "e_lumo_ev": [-5.954, -8.332],
  "spin_multiplicity": 5,
  "orbital_gap_ev": [8.31, 6.07],
  "charge": 2,
  "species": ["Os", "O", "C", "C", "C", "C", "C", "C", "C", "N", "C", "C", "N", "H", "H", "H", "H", "H", "H", "H", "C", "C", "C", "C", "N", "C", "S", "N", "C", "C", "C", "C", "H", "H", "H", "H", "H", "H", "H", "H", "H", "H", "H", "H", "H", "H", "H", "H", "H", "H", "H", "H", "O", "C", "O", "C", "C", "C", "C", "C", "C", "N", "O", "O", "H", "H", "H", "H"],
  "positions_angstrom": [[0.7877, 0.7606, 1.5538], [1.9614, 0.4708, 3.0305], [3.2103, 0.7514, 3.3856], [3.5176, 0.6442, 4.7492], [4.7879, 0.9230, 5.1893], [5.7709, 1.3163, 4.2755], [5.4739, 1.4163, 2.9293], [4.1980, 1.1289, 2.4479], [3.8969, 1.2128, 1.0274], [2.7010, 1.0971, 0.4515], [2.8695, 1.2493, -0.9077], [4.1857, 1.4563, -1.1596], [4.8114, 1.4269, 0.0605], [2.7295, 0.3441, 5.4263], [5.0254, 0.8441, 6.2410], [6.7688, 1.5487, 4.6200], [6.2557, 1.7386, 2.2540], [2.0426, 1.2074, -1.5957], [4.7211, 1.6184, -2.0783], [5.8035, 1.5275, 0.2027], [2.0461, -4.4761, -0.8502], [0.6658, -4.4830, -1.4997], [0.4638, -3.3580, -2.5116], [0.4128, -1.9673, -1.8926], [-0.7929, -1.8191, -1.0582], [-0.8763, -1.6233, 0.2377], [0.5869, -1.5068, 1.2412], [-2.0448, -1.5403, 0.8457], [-3.3467, -1.6837, 0.1767], [-3.7224, -3.1384, -0.0910], [-5.0203, -3.2551, -0.8892], [-4.8961, -2.7439, -2.3221], [2.1668, -5.3299, -0.1848], [2.2231, -3.5768, -0.2547], [2.8305, -4.5342, -1.6069], [-0.1142, -4.4390, -0.7308], [0.5163, -5.4333, -2.0132], [-0.4545, -3.5200, -3.0850], [1.2784, -3.3629, -3.2399], [0.3684, -1.1994, -2.6657], [1.2823, -1.7724, -1.2684], [-1.6654, -1.9881, -1.5448], [-2.0240, -1.5034, 1.8533], [-3.3198, -1.0889, -0.7391], [-4.0854, -1.2132, 0.8237], [-3.8138, -3.6528, 0.8679], [-2.9168, -3.6436, -0.6370], [-5.8193, -2.7220, -0.3668], [-5.3156, -4.3043, -0.9026], [-4.7078, -1.6689, -2.3701], [-5.8133, -2.9242, -2.8802], [-4.0897, -3.2593, -2.8519], [-0.5022, 1.4921, 0.1870], [-0.4315, 2.7051, 0.6716], [0.3574, 2.8119, 1.6742], [-1.1952, 3.7920, 0.1053], [-1.1212, 5.0740, 0.6598], [-1.8745, 6.0956, 0.1106], [-2.6995, 5.8438, -0.9806], [-2.7528, 4.5637, -1.5037], [-2.0174, 3.5255, -0.9872], [-3.6368, 4.2860, -2.6605], [-3.6793, 3.1373, -3.0529], [-4.2701, 5.2114, -3.1048], [-0.4808, 5.2550, 1.5125], [-1.8278, 7.0909, 0.5290], [-3.3008, 6.6232, -1.4277], [-2.0885, 2.5417, -1.4254]]
}

=====

{
  "formula": "C25H31NO5",
  "method": "ωB97M-V with the def2-TZVPD basis set",
  "e_homo_ev": -7.73,
  "e_lumo_ev": 0.759,
  "smiles": "CCOC(=O)C1(Cc2cccc(OC)c2)CCN(Cc2ccc3c(c2)OCCO3)CC1",
  "orbital_gap_ev": 8.49,
  "e_above_lowest_ev": 25.139,
  "species": ["C", "C", "O", "C", "O", "C", "C", "C", "C", "C", "C", "C", "O", "C", "C", "C", "C", "N", "C", "C", "C", "C", "C", "C", "C", "O", "C", "C", "O", "C", "C", "H", "H", "H", "H", "H", "H", "H", "H", "H", "H", "H", "H", "H", "H", "H", "H", "H", "H", "H", "H", "H", "H", "H", "H", "H", "H", "H", "H", "H", "H", "H"],
  "positions_angstrom": [[-1.4480, -3.7492, -0.3588], [-2.3233, -2.9141, 0.3571], [-1.8679, -1.8405, 0.6036], [-1.9359, -0.7723, -0.1034], [-2.4181, -0.9339, -1.0987], [-1.2975, 0.6157, 0.2895], [-2.4435, 1.2404, 1.6583], [-3.7823, 1.2067, 0.8604], [-3.9658, 2.2238, 0.1566], [-5.2681, 2.2903, -0.4186], [-6.0594, 1.2591, -0.3600], [-5.9243, 0.2660, 0.3022], [-6.5538, -0.8692, 0.5176], [-7.6703, -0.9002, -0.1102], [-4.6058, 0.0425, 0.9905], [-0.0100, 0.3232, 1.0383], [1.1455, -0.2094, 0.1346], [1.2810, 1.0687, -0.8277], [2.4468, 0.5051, -1.6041], [3.8682, 0.7067, -0.9586], [3.9369, 1.7024, 0.1578], [5.1737, 1.8361, 0.7512], [6.0309, 0.8324, 0.7027], [5.8583, -0.3457, -0.3959], [4.6875, -0.3481, -0.9064], [6.8141, -1.2594, -0.5075], [7.7175, -1.4281, 0.6530], [8.3825, 0.1778, 0.7389], [7.3359, 0.6777, 1.2460], [0.0310, 1.1921, -1.7255], [-0.9755, 1.4002, -0.8366], [-1.1137, -3.2609, -1.0866], [-0.5182, -3.9756, 0.0340], [-1.8966, -4.7222, -0.5750], [-2.5892, -3.3098, 1.2680], [-3.3208, -2.7322, -0.2560], [-2.4004, 0.5232, 2.3496], [-1.9379, 2.2557, 1.7490], [-3.4122, 3.3128, -0.0811], [-5.7971, 3.3372, -0.9663], [-7.1584, 1.4209, -0.8665], [-7.7414, -0.9716, -1.0036], [-8.3901, -0.2378, 0.4937], [-8.2281, -1.8348, 0.4749], [-4.3012, -0.7535, 1.4606], [-0.2235, -0.3387, 1.9904], [0.4713, 1.1351, 1.7780], [2.0438, -0.3300, 0.9381], [0.7681, -1.0659, -0.3156], [2.5745, 1.5236, -2.4333], [2.4058, -0.4179, -2.3506], [3.2427, 2.5830, -0.1410], [5.4659, 2.5599, 1.3611], [4.5297, -1.3027, -1.6781], [8.6106, -2.1087, 0.2613], [7.3436, -1.7961, 1.3566], [9.1622, 0.0577, 1.5481], [8.7221, 0.2774, -0.1988], [0.2786, 1.8302, -2.2477], [-0.1492, 0.0197, -2.0999], [-1.8756, 1.7978, -1.2900], [-0.7256, 2.5273, -0.4197]]
}